[1]
Computed, not measured: a 8-piece molecular cluster, C16H47N15O8 overall in a non-equilibrium geometry, with wB97M-V/def2-TZVPD.

energy: -56086.2942 eV
SMILES: CC1(C)CCCC(C)(C)N1O.NC(N)=O.NC(N)=O.NC(N)=O.NC(N)=O.NC(N)=O.NC(N)=O.NC(N)=O
relative energy (zero: lowest compared OMol25 entry of this formula, charge and spin): 109.5 kcal per mole
largest force on an atom: 8.49 eV Å⁻¹

Each line ends with the Mulliken charge.
Cartesian coordinates (Å):
C1 8.432 7.736 9.643  -1.974
C2 7.242 7.331 8.695  1.937
C3 6.291 6.431 9.515  -1.467
C4 4.939 6.317 8.821  -0.710
C5 4.374 7.657 8.457  -1.143
C6 5.311 8.551 7.578  1.381
N1 6.654 8.582 8.226  0.182
O1 7.520 9.404 7.484  -0.453
C7 5.330 7.950 6.118  -1.571
C8 4.766 9.992 7.500  -1.897
C9 7.761 6.438 7.541  -1.814
H1 9.391 7.860 9.142  0.390
H2 8.574 6.938 10.372  0.482
H3 8.302 8.696 10.144  0.423
H4 6.740 5.447 9.655  0.446
H5 6.084 6.822 10.511  0.479
H6 4.233 5.695 9.372  0.395
H7 5.116 5.633 7.991  0.303
H8 4.335 8.142 9.432  0.348
H9 3.389 7.553 8.003  0.438
H10 6.142 8.353 5.512  0.315
H11 5.284 6.862 6.169  0.345
H12 4.400 8.177 5.596  0.445
H13 4.821 10.615 8.392  0.384
H14 5.354 10.575 6.791  0.427
H15 3.745 9.962 7.121  0.403
H16 8.205 7.006 6.723  0.409
H17 7.022 5.680 7.283  0.294
H18 8.626 5.793 7.696  0.432
H19 7.927 9.870 8.218  0.361
C10 7.435 10.109 15.800  0.785
O2 6.718 11.121 15.976  -0.701
N2 7.562 9.180 16.657  -0.338
N3 8.147 9.783 14.729  -0.373
H20 7.026 9.320 17.502  0.185
H21 8.157 8.406 16.399  0.137
H22 8.185 10.355 13.898  0.195
H23 8.455 8.821 14.713  0.122
C11 -0.736 4.439 10.777  0.671
O3 -1.205 3.578 10.041  -0.682
N4 0.079 4.233 11.782  -0.367
N5 -0.956 5.674 10.564  -0.378
H24 0.578 4.995 12.219  0.161
H25 0.315 3.282 12.024  0.204
H26 -1.209 5.975 9.634  0.216
H27 -0.638 6.419 11.168  0.179
C12 5.875 5.663 19.868  0.725
O4 5.305 4.930 19.107  -0.670
N6 6.906 5.274 20.542  -0.393
N7 5.710 6.895 20.061  -0.337
H28 7.403 5.946 21.108  0.146
H29 7.242 4.338 20.365  0.220
H30 4.896 7.418 19.772  0.169
H31 6.295 7.406 20.707  0.142
C13 2.425 8.187 14.526  0.694
O5 1.494 7.971 13.792  -0.692
N8 3.501 7.527 14.671  -0.289
N9 2.351 9.090 15.475  -0.346
H32 4.290 7.919 15.165  0.161
H33 3.548 6.742 14.038  0.178
H34 3.207 9.287 15.974  0.107
H35 1.520 9.660 15.555  0.179
C14 2.629 11.905 19.570  0.742
O6 2.982 10.762 19.651  -0.677
N10 3.274 12.693 18.816  -0.379
N11 1.847 12.542 20.340  -0.399
H36 2.992 13.657 18.931  0.122
H37 3.943 12.244 18.207  0.215
H38 1.494 12.126 21.191  0.214
H39 1.545 13.464 20.060  0.160
C15 -4.594 10.887 14.315  0.644
O7 -5.296 11.747 13.829  -0.640
N12 -3.581 10.366 13.633  -0.384
N13 -4.540 10.471 15.548  -0.373
H40 -3.511 10.542 12.641  0.204
H41 -3.013 9.607 13.982  0.153
H42 -3.916 9.725 15.816  0.178
H43 -5.166 10.948 16.182  0.219
C16 8.857 4.728 14.530  0.677
O8 9.195 5.774 14.999  -0.651
N14 7.655 4.212 14.579  -0.399
N15 9.661 3.820 14.181  -0.405
H44 7.450 3.372 14.056  0.184
H45 6.913 4.855 14.815  0.209
H46 10.609 4.149 14.068  0.229
H47 9.407 2.905 13.836  0.157

---

[2]
Computed, not measured: C16H48BMnO10S as an isolated structure in a non-equilibrium geometry, with wB97M-V/def2-TZVPD.

energy: -80674.3960 eV
spin multiplicity: 6
⟨S²⟩: 8.75
total charge: -1
largest force on an atom: 8.22 eV Å⁻¹

Each line ends with the Mulliken charge.
Cartesian coordinates (Å):
Mn1 1.075 -1.074 0.311  0.513
S1 3.255 -0.117 -1.975  1.387
O1 3.713 -1.276 -2.693  -0.832
O2 2.888 0.810 -3.050  -0.772
O3 2.197 -0.434 -1.044  -1.199
O4 4.373 0.398 -1.215  -0.851
B1 -0.436 0.409 -0.224  5.198
H1 0.392 1.101 -0.190  -0.949
H2 -0.556 -0.039 0.750  -0.682
H3 -1.333 0.899 -0.569  -1.234
H4 -0.174 -0.392 -0.899  -0.234
C1 -1.360 1.215 -4.013  -0.802
O5 -0.232 1.083 -3.228  -0.309
H5 -1.579 0.285 -4.538  0.258
H6 -2.247 1.515 -3.454  0.196
H7 -1.247 1.945 -4.814  0.295
H8 -0.517 0.591 -2.454  -0.145
C2 2.992 4.681 -0.356  -1.631
C3 1.862 3.705 -0.089  1.616
C4 0.630 4.286 0.628  -1.190
O6 1.395 3.002 -1.251  -0.479
H9 2.676 5.383 -1.127  0.395
H10 3.871 4.234 -0.822  0.392
H11 3.349 5.155 0.558  0.337
H12 2.259 3.076 0.709  -0.431
H13 0.336 5.129 0.003  0.374
H14 0.887 4.621 1.634  0.332
H15 -0.224 3.633 0.805  0.128
H16 0.794 2.372 -0.845  -0.172
C5 0.729 -4.365 -3.274  -1.550
C6 0.361 -3.012 -2.670  0.650
C7 -1.163 -2.923 -2.590  -1.296
O7 0.761 -2.918 -1.311  -0.274
H17 0.087 -5.149 -2.872  0.389
H18 1.752 -4.723 -3.163  0.408
H19 0.415 -4.454 -4.314  0.383
H20 0.796 -2.183 -3.228  0.189
H21 -1.698 -2.177 -2.002  0.102
H22 -1.552 -3.904 -2.317  0.361
H23 -1.581 -2.585 -3.537  0.369
H24 1.649 -3.279 -1.268  0.249
C8 -3.884 2.397 -0.331  -1.254
C9 -4.507 1.007 -0.315  0.406
C10 -4.349 0.347 -1.709  -0.744
O8 -3.653 0.313 0.573  -0.630
H25 -4.098 3.055 0.511  0.319
H26 -4.467 2.989 -1.037  0.450
H27 -2.880 2.540 -0.729  0.137
H28 -5.531 1.076 0.052  0.342
H29 -4.962 -0.550 -1.794  0.316
H30 -3.288 0.115 -1.806  -0.147
H31 -4.621 1.010 -2.531  0.356
H32 -2.751 0.461 0.279  -0.122
C11 -0.626 -3.052 4.065  -1.523
C12 0.406 -3.140 2.899  0.762
C13 0.838 -4.554 2.777  -1.477
O9 -0.097 -2.638 1.748  -0.213
H33 -1.425 -3.787 3.966  0.427
H34 -1.059 -2.063 4.212  0.333
H35 -0.045 -3.297 4.954  0.439
H36 1.271 -2.502 3.084  0.041
H37 1.406 -4.944 3.622  0.413
H38 1.604 -4.681 2.013  0.341
H39 -0.009 -5.202 2.553  0.342
H40 -0.988 -2.974 1.629  0.202
C14 2.404 1.880 3.633  -1.354
C15 1.612 0.657 3.110  0.556
C16 0.140 1.002 2.999  -0.912
O10 1.987 0.235 1.773  -0.047
H41 3.446 1.577 3.733  0.430
H42 2.053 2.376 4.538  0.392
H43 2.314 2.661 2.878  0.176
H44 1.740 -0.188 3.787  0.228
H45 -0.053 1.304 4.028  0.637
H46 -0.464 0.122 2.775  -0.054
H47 -0.002 1.813 2.285  -0.195
H48 2.939 0.112 1.774  0.139